DFT (ωB97M-V/def2-TZVPD) results for 16 unconnected molecules or ions with the total composition C34H104N16O16 at a distorted geometry.

Calculated values
- F_max: 2.823 eV/A
- Charge: 0
- HOMO: -8.92 eV
- E_LUMO: 0.0049 Eh
- DFT total energy: -3437.857852 a.u.

Geometry (Å):
C1 23.5989 4.5026 -15.7624
C2 22.5478 3.9033 -14.8349
C3 21.2999 4.7612 -14.8878
O1 20.2598 4.3995 -14.0002
C4 19.0410 5.0684 -14.2414
N1 22.3625 2.5027 -15.3168
H1 24.5609 3.9981 -15.6593
H2 23.8515 5.4899 -15.3578
H3 23.3832 4.5754 -16.8274
H4 22.8920 3.9852 -13.7995
H5 20.9043 4.6935 -15.9128
H6 21.5423 5.8060 -14.6566
H7 18.5601 4.7776 -15.1829
H8 19.0604 6.1600 -14.2543
H9 18.2972 4.7262 -13.5225
H10 22.0541 2.7370 -16.2646
H11 21.4415 2.2879 -14.9187
C5 18.1548 9.3213 -13.9114
C6 19.2421 9.9954 -14.7492
C7 20.6266 9.4821 -14.2932
O2 20.9975 10.0247 -13.0281
C8 21.5627 11.3211 -12.9982
N2 19.0505 9.8162 -16.1640
H12 17.1579 9.5362 -14.3027
H13 18.1876 9.7756 -12.9199
H14 18.1714 8.2336 -13.8324
H15 19.2555 11.0700 -14.5554
H16 21.5125 9.5819 -14.9332
H17 20.5995 8.3940 -14.1598
H18 20.9424 12.0359 -13.5511
H19 22.5276 11.4040 -13.5079
H20 21.5951 11.6678 -11.9687
H21 19.8554 10.1969 -16.6651
H22 19.2592 8.8516 -16.4366
C9 19.4844 10.5626 -9.0734
C10 18.6106 9.3210 -8.9671
C11 18.8200 8.2322 -9.9715
O3 17.6464 7.4292 -10.0527
C12 17.8367 6.3044 -10.8743
N3 18.8046 8.8427 -7.5634
H23 19.3208 11.0855 -10.0222
H24 20.5415 10.3127 -9.2230
H25 19.3892 11.2689 -8.2529
H26 17.6049 9.7468 -9.0007
H27 19.6661 7.6527 -9.5852
H28 19.0621 8.6146 -10.9690
H29 17.0073 5.6069 -10.7488
H30 18.7424 5.7692 -10.5692
H31 17.8731 6.5926 -11.9294
H32 18.3107 7.9943 -7.3070
H33 18.4524 9.5589 -6.9355
C13 15.1279 8.8302 -11.4209
C14 14.3390 8.6524 -10.1464
C15 13.8311 7.2091 -9.9303
O4 12.9963 6.8309 -11.0438
C16 11.7195 7.3845 -11.0839
N4 15.2956 9.0182 -9.0453
H34 14.4341 8.7353 -12.2617
H35 15.9274 8.0982 -11.4968
H36 15.5363 9.8353 -11.5372
H37 13.5245 9.3761 -10.1284
H38 13.2062 7.1593 -9.0317
H39 14.5481 6.3946 -9.8353
H40 11.7546 8.4748 -11.0122
H41 11.0762 6.9831 -10.2871
H42 11.1478 7.0784 -11.9609
H43 14.8484 8.6581 -8.1934
H44 16.1038 8.3935 -9.0788
C17 15.7837 8.9017 -5.6864
C18 14.3601 8.5735 -5.3026
O5 13.6756 8.2802 -6.5362
H45 15.8565 9.8719 -6.1763
H46 16.2806 8.1212 -6.2605
H47 16.3740 8.9155 -4.7666
H48 13.8257 9.3236 -4.7165
H49 14.3215 7.6333 -4.7397
H50 12.7385 8.3165 -6.3153
C19 23.5267 6.2662 -11.6449
C20 22.0235 6.6188 -11.6145
O6 21.9644 7.7332 -10.7257
H51 23.9039 5.5043 -12.3259
H52 23.7429 5.9568 -10.6183
H53 24.0997 7.1852 -11.7665
H54 21.4027 5.8368 -11.1716
H55 21.6548 6.7940 -12.6270
H56 21.6519 8.4812 -11.2502
C21 15.9430 5.1380 -7.0347
C22 15.7911 3.6400 -7.2720
O7 16.9531 2.9984 -6.7824
H57 16.1024 5.3202 -5.9727
H58 15.0745 5.6573 -7.4410
H59 16.8058 5.4762 -7.6142
H60 15.6148 3.5349 -8.3495
H61 14.8720 3.2878 -6.7920
H62 16.7826 2.0667 -6.9707
C23 16.0063 2.8039 -11.2989
C24 14.5853 3.3473 -11.2010
O8 13.8060 2.8223 -12.2729
H63 16.5127 2.8014 -12.2623
H64 16.0825 1.7701 -10.9501
H65 16.5420 3.4142 -10.5637
H66 14.6150 4.4329 -11.2737
H67 14.0939 2.9801 -10.2957
H68 13.7919 1.8641 -12.2071
C25 24.1516 10.9807 -9.8701
C26 25.2193 9.9096 -10.1017
O9 26.3363 10.4054 -9.3767
H69 23.9102 10.8807 -8.8089
H70 23.2033 10.9623 -10.4156
H71 24.4729 12.0188 -9.9747
H72 25.4220 9.7229 -11.1573
H73 24.7586 9.0263 -9.6524
H74 26.4861 9.8664 -8.5953
C27 19.2928 12.9668 -3.9600
C28 18.3156 11.8090 -4.1537
O10 18.7395 11.0195 -5.2535
H75 20.2104 12.5387 -3.5469
H76 18.8367 13.6583 -3.2455
H77 19.6299 13.5496 -4.8175
H78 17.2964 12.1819 -4.2835
H79 18.3992 11.1601 -3.2778
H80 18.2179 11.3901 -5.9897
C29 20.4177 14.0391 -11.0496
O11 19.8743 14.4421 -12.0751
N5 19.7221 13.6666 -9.9167
N6 21.7496 13.9289 -10.8160
H81 20.2001 13.1929 -9.1689
H82 18.7277 13.5800 -10.0175
H83 22.3901 14.1618 -11.5533
H84 21.9893 13.8452 -9.8243
C30 18.5624 6.8171 -3.7575
O12 18.0921 7.1420 -2.6598
N7 18.9156 5.5863 -4.1937
N8 18.8777 7.7930 -4.6466
H85 19.2546 5.5212 -5.1534
H86 18.5033 4.8250 -3.6822
H87 18.7601 8.7318 -4.3056
H88 19.4677 7.5847 -5.4355
C31 16.7530 12.6917 -8.3282
O13 17.2797 12.1872 -7.3250
N9 15.8615 11.9668 -9.0413
N10 16.7973 14.0021 -8.6671
H89 15.4111 12.4688 -9.7879
H90 15.6195 10.9864 -8.9075
H91 17.3458 14.5637 -8.0376
H92 16.4409 14.3506 -9.5348
C32 23.0141 12.9492 -7.3222
O14 22.5129 13.0238 -8.4567
N11 22.6367 12.1128 -6.3579
N12 23.9189 13.8820 -6.9210
H93 21.7676 11.6002 -6.3876
H94 23.0613 12.0689 -5.4497
H95 24.1721 14.6300 -7.5389
H96 24.2898 13.8558 -5.9906
C33 20.1186 4.9458 -7.6039
O15 19.6785 5.8196 -6.8487
N13 19.5491 3.7155 -7.7333
N14 21.1047 5.1381 -8.4972
H97 18.7264 3.4217 -7.2213
H98 19.9469 3.0528 -8.3694
H99 21.5224 6.0586 -8.4533
H100 21.4191 4.4545 -9.1533
C34 22.4201 8.7140 -6.9519
O16 23.6276 8.6396 -6.6944
N15 21.8687 8.2153 -8.0827
N16 21.4936 9.3438 -6.2075
H101 22.5097 7.7934 -8.7273
H102 20.8641 8.1749 -8.1560
H103 20.5562 9.2582 -6.5969
H104 21.7308 9.6493 -5.2826